{"formula": "C4H8N2O2", "method": "ωB97M-V with the def2-TZVPD basis set", "elements": ["C", "N", "N", "C", "O", "O", "H", "H", "H", "H", "H", "H", "C", "C", "H", "H"], "coordinates": [[0.788, -0.781, -0.696], [0.382, 0.160, 0.301], [0.474, -0.296, 1.648], [0.738, 1.535, 0.157], [0.631, 2.213, 1.134], [1.055, 1.932, -1.061], [0.587, -0.427, -1.696], [1.912, -1.035, -0.381], [0.250, -1.826, -0.540], [-0.353, 0.079, 2.246], [1.260, 0.188, 2.072], [1.165, 2.846, -1.025], [-2.459, -0.660, -0.458], [-3.068, 0.348, -0.224], [-1.858, -1.529, -0.502], [-3.636, 1.094, 0.279]], "atomic_forces_ev_per_a": [[1.72, -3.36, 2.09], [0.02, 2.04, -0.04], [-1.65, 0.51, 0.86], [-1.73, -3.00, 1.20], [0.55, 1.83, 0.52], [-0.10, -2.51, -0.80], [0.39, 0.14, -0.12], [-1.93, 0.29, -1.66], [0.87, 2.28, -0.28], [1.58, -0.79, -1.85], [0.18, -0.08, 0.02], [0.33, 2.63, 0.06], [-0.30, 0.64, 0.34], [0.08, -0.75, 0.52], [0.04, -0.19, -0.39], [-0.07, 0.34, -0.46]], "total_charge": 0, "fmax_ev_per_a": 4.32, "e_lumo_ev": 0.70, "de_lowest_kcal_mol": 106.5, "multiplicity": 1, "e_tot_ha": -417.08620, "smiles": "CN(N)C(=O)O.C#C"}

---

{"formula": "C4H8N2O2", "method": "ωB97M-V with the def2-TZVPD basis set", "elements": ["C", "C", "O", "C", "N", "C", "N", "O", "H", "H", "H", "H", "H", "H", "H", "H"], "coordinates": [[-1.828, 1.323, -1.495], [-0.908, 0.436, -1.146], [-0.991, -0.264, 0.024], [0.182, -0.971, 0.425], [0.791, -1.693, -0.644], [1.196, 0.041, 1.015], [0.647, 0.845, 1.940], [2.358, 0.064, 0.679], [-1.760, 1.833, -2.446], [-2.658, 1.561, -0.859], [-0.075, 0.160, -1.779], [-0.182, -1.611, 1.245], [1.788, -1.526, -0.665], [0.607, -2.686, -0.631], [-0.356, 0.873, 2.032], [1.188, 1.616, 2.304]], "atomic_forces_ev_per_a": [[0.23, 0.03, -0.13], [-0.06, 0.05, -0.15], [-0.38, 0.09, 0.03], [0.36, -0.33, -0.04], [-0.05, -0.19, 0.22], [-0.33, -0.32, -0.18], [-0.14, 0.45, 0.37], [0.32, -0.02, -0.07], [0.09, -0.09, 0.06], [-0.25, 0.01, 0.22], [0.01, 0.06, 0.00], [0.11, 0.16, -0.26], [0.12, 0.11, 0.01], [-0.08, 0.12, 0.04], [0.10, 0.04, -0.05], [-0.05, -0.16, -0.08]], "total_charge": 0, "fmax_ev_per_a": 0.60, "e_lumo_ev": 0.86, "de_lowest_kcal_mol": 34.3, "multiplicity": 1, "e_tot_ha": -417.20131, "smiles": "C=CO[C@@H](N)C(N)=O"}

---

{"formula": "C4H8N2O2", "method": "ωB97M-V with the def2-TZVPD basis set", "elements": ["N", "N", "C", "O", "C", "C", "C", "O", "H", "H", "H", "H", "H", "H", "H", "H"], "coordinates": [[-3.127, -0.274, -0.286], [-1.760, 0.191, -0.416], [-0.562, -0.177, 0.143], [-0.398, -1.125, 0.948], [0.517, 0.799, -0.085], [1.616, 0.631, 0.694], [1.940, -0.012, -0.583], [1.936, -1.328, -0.613], [-3.473, -0.309, 0.689], [-2.914, -1.121, -0.671], [-1.458, 1.250, -0.499], [0.108, 1.708, -0.635], [1.403, -0.166, 1.308], [2.484, 1.306, 1.342], [2.574, 0.199, -1.333], [1.114, -1.571, -0.002]], "atomic_forces_ev_per_a": [[1.66, 2.88, 1.03], [1.87, 4.37, 0.08], [-1.38, -1.55, 3.05], [-0.23, 0.36, -1.89], [-3.84, 1.45, -5.51], [8.46, 2.00, 3.84], [-2.39, 1.28, 2.83], [-3.20, -3.64, 1.72], [0.83, -0.26, -0.61], [-0.93, -3.40, -0.83], [-2.95, -2.35, -0.60], [1.42, -0.89, 0.73], [-0.13, -1.56, 2.06], [-3.08, -1.08, -2.19], [1.70, 2.72, -2.45], [2.19, -0.33, -1.27]], "total_charge": 0, "fmax_ev_per_a": 9.50, "e_lumo_ev": 0.79, "de_lowest_kcal_mol": 142.3, "multiplicity": 1, "e_tot_ha": -417.02914, "smiles": "NNC(=O)[C@H]1C[C@H]1O"}

---

{"formula": "C4H8N2O2", "method": "ωB97M-V with the def2-TZVPD basis set", "elements": ["C", "C", "C", "C", "N", "N", "O", "O", "H", "H", "H", "H", "H", "H", "H", "H"], "coordinates": [[-2.944, 0.064, -0.516], [0.014, 0.815, 0.671], [0.578, -1.466, 0.710], [1.437, 0.098, -1.091], [-1.874, 0.470, -0.159], [0.709, -0.151, 0.126], [-4.033, -0.312, -0.802], [0.064, 2.081, 0.252], [1.184, -2.218, 0.037], [1.225, -1.437, 1.663], [-0.419, -1.975, 0.756], [0.688, 0.351, -1.916], [2.133, 0.943, -0.866], [2.088, -0.624, -1.393], [-0.502, 2.753, 0.855], [-0.348, 0.609, 1.673]], "atomic_forces_ev_per_a": [[1.05, 0.47, 1.04], [-1.71, 0.69, 0.26], [2.81, -2.61, -0.15], [-1.75, 3.65, -0.42], [-0.64, -0.34, -0.30], [0.15, 0.33, 0.03], [-0.42, -0.22, -0.44], [-0.46, 1.36, 1.90], [-1.06, 1.60, 1.12], [-1.62, -0.46, -0.97], [0.56, 1.32, 0.28], [1.18, -0.18, 0.93], [-0.85, -0.17, -0.57], [1.21, -2.67, -0.50], [1.73, -2.83, -1.99], [-0.19, 0.08, -0.22]], "total_charge": 0, "fmax_ev_per_a": 4.06, "e_lumo_ev": 0.12, "de_lowest_kcal_mol": 81.8, "multiplicity": 1, "e_tot_ha": -417.12554}